# C3H9P

A cluster of 2 separate species, C3H9P in total at a distorted geometry (wB97M-V/def2-TZVPD, OMol25).

Geometry (Å):
C -0.6177 -1.6411 0.7217
C 1.1407 0.9098 0.6332
C -0.4626 -0.1997 -1.5258
P -0.4222 -0.0244 0.2638
H -1.7239 -1.9185 0.6196
H -0.4521 -1.6392 2.3279
H 1.1936 1.3154 1.5930
H 2.0545 0.2361 0.4286
H 1.0783 1.6834 -0.1154
H 0.3199 -1.0545 -1.7132
H -1.4695 -0.6373 -1.8076
H -0.0271 0.6847 -1.9903
H -1.1350 1.2154 0.1873

Results
HOMO-LUMO gap ... 9.28 eV
Energy above the lowest of the compared OMol25 structures with the same formula, charge and spin ... 69.47 kcal per mole
HOMO energy ... -8.28 eV
E_tot ... -460.88403 a.u.
Maximum force ... 5.576 eV Å⁻¹
LUMO energy ... 1.00 eV